(1)
Computed, not measured: 5 unconnected molecules or ions with the total composition C32H54ClFN2O13S in a non-equilibrium geometry, with ωB97M-V with the def2-TZVPD basis set.

Output
HOMO-LUMO gap: 8.10 eV
electronic energy: -3297.28536 Ha
multiplicity: 1
structure (SMILES): C#CN1C(=O)c2c(Cl)c(S(C)(=O)=O)c(N(C)C(C)=O)c([C@@H](C)F)c2C1=O.COCCOC.COCCOC.COCCOC.COCCOC
F_max: 3.82 eV/A

Element x y z (Å)
1 C -5.0483 -1.1003 -5.8483
2 C -4.3913 -0.3626 -5.1669
3 N -3.6599 0.6438 -4.5013
4 C -4.6709 1.5743 -3.9953
5 O -5.7944 1.6784 -4.3525
6 C -3.8834 2.3045 -2.8997
7 C -4.0476 3.5553 -2.3233
8 Cl -5.4023 4.5214 -2.8637
9 C -3.1143 3.9774 -1.3311
10 S -3.3514 5.6431 -0.6604
11 C -4.7402 5.5263 0.5067
12 O -3.6347 6.6034 -1.7030
13 O -2.2269 6.1360 0.1063
14 C -2.0655 3.1140 -0.9150
15 N -1.1812 3.6432 0.0809
16 C 0.1073 4.1143 -0.4673
17 C -1.0870 2.8333 1.2398
18 C 0.3341 2.5754 1.8115
19 O -2.0276 2.3277 1.7994
20 C -1.9099 1.8195 -1.4950
21 C -0.7977 0.8495 -1.0684
22 C -1.3891 -0.0619 0.0740
23 F -0.3705 0.0225 -2.0836
24 C -2.8206 1.4442 -2.4859
25 C -2.9436 0.1610 -3.3376
26 O -2.6018 -0.9586 -3.1540
27 H -5.7065 -1.6372 -6.5158
28 H -4.8054 6.4335 1.1277
29 H -4.5419 4.6292 1.1262
30 H -5.6965 5.3574 -0.0166
31 H -0.1355 4.7570 -1.3371
32 H 0.5723 4.8012 0.2622
33 H 0.8014 3.3194 -0.7908
34 H 0.9734 2.0177 1.0980
35 H 0.8559 3.5223 2.0426
36 H 0.2904 1.9870 2.7420
37 H 0.0044 1.4394 -0.5985
38 H -1.5814 -1.0827 -0.3087
39 H -0.7457 -0.0801 0.9696
40 H -2.3730 0.3169 0.4120
41 C 4.5315 3.5835 1.0516
42 O 3.6672 4.4993 1.7059
43 C 4.0430 4.7448 3.0556
44 C 4.8402 6.0279 3.1965
45 O 6.0897 5.9496 2.5245
46 C 6.0659 6.5564 1.2419
47 H 4.3986 3.7023 -0.0242
48 H 5.5827 3.7545 1.2899
49 H 4.2613 2.5576 1.3280
50 H 4.5948 3.8921 3.4631
51 H 3.1157 4.8457 3.6288
52 H 5.0602 6.1872 4.2567
53 H 4.2662 6.8898 2.8414
54 H 6.1661 7.6418 1.3419
55 H 5.1497 6.3259 0.6941
56 H 6.9141 6.1755 0.6733
57 C -4.6732 -6.9275 -5.2550
58 O -4.4818 -7.3086 -6.6088
59 C -5.5642 -6.9272 -7.4470
60 C -5.2763 -5.6360 -8.1901
61 O -5.1525 -4.5323 -7.3027
62 C -3.8013 -4.2121 -7.0026
63 H -3.7017 -6.9406 -4.7616
64 H -5.0962 -5.9258 -5.1612
65 H -5.3322 -7.6470 -4.7567
66 H -6.4908 -6.8496 -6.8696
67 H -5.6947 -7.7297 -8.1796
68 H -6.1212 -5.4180 -8.8510
69 H -4.3810 -5.7306 -8.8127
70 H -3.3696 -3.6270 -7.8211
71 H -3.1920 -5.1021 -6.8333
72 H -3.7911 -3.6089 -6.0954
73 C 3.2374 -0.6387 -0.2043
74 O 3.3090 -0.2022 1.1461
75 C 3.0352 -1.2453 2.0749
76 C 4.3067 -1.8601 2.6283
77 O 5.0558 -2.5194 1.6158
78 C 6.1159 -1.7255 1.1075
79 H 3.7721 0.0846 -0.8204
80 H 3.6920 -1.6200 -0.3478
81 H 2.1909 -0.6739 -0.5290
82 H 2.3953 -2.0080 1.6197
83 H 2.4780 -0.7932 2.9022
84 H 4.0338 -2.6206 3.3676
85 H 4.9223 -1.1092 3.1344
86 H 6.9701 -1.7637 1.7909
87 H 5.8172 -0.6854 0.9585
88 H 6.4161 -2.1402 0.1453
89 C 1.8709 -4.6438 4.5455
90 O 2.6630 -3.8942 5.4548
91 C 1.9541 -2.7999 6.0224
92 C 1.4064 -3.1322 7.3979
93 O 0.4234 -4.1565 7.3416
94 C 0.9427 -5.4384 7.6596
95 H 2.3381 -5.6200 4.4183
96 H 0.8517 -4.7909 4.9064
97 H 1.8416 -4.1375 3.5737
98 H 1.1554 -2.4678 5.3511
99 H 2.6695 -1.9770 6.1215
100 H 0.9136 -2.2422 7.8015
101 H 2.2113 -3.4094 8.0861
102 H 1.0227 -5.5485 8.7457
103 H 1.9203 -5.6112 7.2048
104 H 0.2474 -6.1869 7.2801

***

(2)
Computed, not measured: a molecular structure, C37H33Cl6N5O5Pb, with ωB97M-V with the def2-TZVPD basis set.

Output
HOMO-LUMO gap: 6.74 eV
charge: +2
energy above the lowest of the compared OMol25 structures with the same formula, charge and spin: 0.0 kcal/mol
electronic energy: -5033.31514 Ha
multiplicity: 1
F_max: 0.21 eV/A

Element x y z (Å)
1 Pb 0.2416 -0.2743 -1.0836
2 Cl 3.1378 0.5734 0.3506
3 C 2.4679 0.3266 1.9229
4 C 1.5365 1.2277 2.4058
5 C 0.9426 1.0504 3.6465
6 Cl -0.2591 2.1600 4.1534
7 C 1.3271 -0.0261 4.4421
8 Cl 0.6142 -0.2420 5.9769
9 C 2.2950 -0.9211 3.9788
10 Cl 2.7900 -2.2287 4.9615
11 C 2.8576 -0.7512 2.7127
12 Cl 4.0436 -1.8477 2.1368
13 O 1.2765 2.3992 1.7096
14 C 0.3736 2.4238 0.7372
15 O -0.2197 1.3683 0.4037
16 C 0.1549 3.7065 0.1379
17 C -0.7338 3.7966 -0.9428
18 C -0.9744 4.9992 -1.5875
19 C -0.2983 6.1004 -1.1003
20 O -0.3685 7.3548 -1.5402
21 C 0.5441 8.1367 -0.7416
22 O 1.0812 7.2539 0.2464
23 C 0.5843 6.0237 -0.0153
24 C 0.8374 4.8521 0.6259
25 H -1.2529 2.9089 -1.2808
26 H -1.6560 5.0796 -2.4222
27 H -0.0051 8.9425 -0.2603
28 H 1.3423 8.5108 -1.3807
29 H 1.5181 4.7994 1.4624
30 N 1.2530 -3.9238 1.2393
31 C 1.3253 -3.0251 0.2561
32 N 0.5296 -1.9898 0.4715
33 C -0.0964 -2.2295 1.6989
34 C -1.0158 -1.4659 2.4151
35 C -1.4539 -1.9792 3.6180
36 C -0.9921 -3.2151 4.1043
37 C -0.0791 -3.9741 3.4044
38 C 0.3586 -3.4511 2.1924
39 H 1.7828 -4.7803 1.2853
40 H 1.9689 -3.1472 -0.6020
41 H -1.3581 -0.5056 2.0532
42 H -2.1665 -1.4174 4.2062
43 H -1.3618 -3.5762 5.0542
44 H 0.2824 -4.9209 3.7819
45 C -6.1616 -1.7896 -5.2810
46 C -5.5918 -2.4361 -4.0108
47 C -6.2179 -3.8321 -3.8857
48 C -4.0799 -2.6373 -4.1842
49 C -5.9476 -1.5688 -2.7551
50 O -7.3171 -1.7797 -2.4122
51 C -5.7956 -0.0392 -2.9263
52 C -4.4854 0.6143 -3.3947
53 C -4.6112 2.1176 -3.3823
54 C -4.2239 2.8629 -2.2745
55 C -4.3763 4.2407 -2.2420
56 C -4.9098 4.8888 -3.3439
57 Cl -5.0766 6.6115 -3.3187
58 C -5.3081 4.1699 -4.4602
59 C -5.1625 2.7915 -4.4679
60 C -5.2700 -2.0999 -1.4591
61 N -4.0812 -1.3751 -1.0097
62 C -2.8025 -1.6148 -1.2478
63 N -2.0641 -0.6467 -0.7032
64 C -2.9889 0.1712 -0.1169
65 N -4.2120 -0.2490 -0.2756
66 H -6.0206 -2.4647 -6.1255
67 H -5.6785 -0.8459 -5.5314
68 H -7.2361 -1.6096 -5.2002
69 H -5.9036 -4.4404 -4.7349
70 H -7.3047 -3.7906 -3.8841
71 H -5.9089 -4.3555 -2.9789
72 H -3.8908 -3.1072 -5.1501
73 H -3.6881 -3.3245 -3.4294
74 H -3.5101 -1.7096 -4.1555
75 H -7.8788 -1.5232 -3.1523
76 H -6.0806 0.4094 -1.9718
77 H -6.5753 0.2615 -3.6307
78 H -4.2286 0.2951 -4.4046
79 H -3.6488 0.3310 -2.7533
80 H -3.8236 2.3564 -1.4031
81 H -4.1014 4.8110 -1.3650
82 H -5.7271 4.6872 -5.3122
83 H -5.4742 2.2349 -5.3448
84 H -4.9989 -3.1481 -1.5528
85 H -5.9983 -2.0007 -0.6588
86 H -2.4416 -2.4600 -1.8088
87 H -2.7311 1.0594 0.4358